C46H126Cl10N18O12P5 | ωB97M-V/def2-TZVPD

The geometry in XYZ format:
```
217
Properties=species:S:1:pos:R:3
C 10.324 -13.128 -0.741
C 10.300 -12.492 -2.098
C 10.357 -10.963 -1.817
O 11.374 -12.871 -2.945
H 10.279 -14.201 -0.927
H 9.450 -12.900 -0.132
H 11.277 -12.809 -0.317
H 9.337 -12.723 -2.552
H 9.560 -10.702 -1.121
H 10.341 -10.297 -2.680
H 11.324 -10.772 -1.353
O 9.762 -8.349 3.245
P 8.300 -8.375 3.406
N 7.477 -9.325 2.302
C 6.048 -9.361 2.153
C 8.280 -10.219 1.511
N 7.649 -6.739 3.360
C 7.690 -5.916 4.607
C 7.557 -5.992 2.142
N 7.758 -8.992 4.891
C 6.394 -8.861 5.314
C 8.663 -9.531 5.892
H 5.576 -8.507 2.639
H 5.683 -10.269 2.633
H 5.840 -9.332 1.083
H 8.671 -11.079 2.056
H 9.118 -9.592 1.208
H 7.718 -10.549 0.638
H 6.700 -5.838 5.057
H 8.326 -6.412 5.340
H 8.248 -4.999 4.419
H 7.839 -6.632 1.306
H 6.558 -5.557 2.100
H 8.198 -5.114 2.056
H 6.433 -8.397 6.300
H 5.880 -8.133 4.686
H 5.824 -9.779 5.458
H 8.590 -10.534 5.473
H 8.262 -9.385 6.895
H 9.651 -9.079 5.805
O 1.923 -17.905 -1.422
P 3.239 -18.476 -1.123
N 4.433 -17.236 -0.754
C 5.796 -17.513 -0.293
C 4.134 -15.785 -1.150
N 3.814 -19.345 -2.487
C 2.903 -19.968 -3.372
C 5.178 -19.696 -2.545
N 3.493 -19.676 0.161
C 3.456 -19.383 1.570
C 2.827 -20.951 0.008
H 6.009 -16.991 0.640
H 6.591 -17.285 -1.003
H 5.894 -18.576 -0.073
H 3.087 -15.653 -1.420
H 4.708 -15.632 -2.064
H 4.574 -15.079 -0.445
H 1.967 -19.452 -3.160
H 3.230 -19.714 -4.380
H 2.929 -21.008 -3.046
H 5.447 -20.288 -1.669
H 5.351 -20.361 -3.391
H 5.805 -18.807 -2.617
H 4.055 -18.486 1.728
H 2.459 -19.388 2.011
H 3.922 -20.188 2.137
H 3.352 -21.518 -0.761
H 1.792 -20.913 -0.332
H 2.928 -21.622 0.860
O 14.613 -16.054 1.960
P 15.276 -16.129 0.607
N 14.264 -16.712 -0.646
C 14.826 -17.118 -2.014
C 12.853 -16.121 -0.819
N 16.574 -17.273 0.469
C 17.541 -17.171 -0.624
C 16.975 -18.039 1.605
N 16.027 -14.688 0.050
C 17.142 -14.148 0.830
C 15.414 -13.762 -0.907
H 13.985 -17.423 -2.637
H 15.450 -18.003 -1.885
H 15.369 -16.353 -2.568
H 12.786 -15.146 -1.301
H 12.252 -16.284 0.075
H 12.332 -16.762 -1.531
H 17.197 -16.576 -1.470
H 18.425 -16.602 -0.336
H 17.813 -18.175 -0.948
H 17.782 -17.450 2.041
H 16.062 -18.200 2.178
H 17.561 -18.895 1.269
H 18.088 -13.935 0.331
H 16.819 -13.183 1.221
H 17.354 -14.880 1.609
H 16.042 -13.006 -1.378
H 14.601 -13.317 -0.334
H 14.920 -14.328 -1.697
O 6.893 -4.574 -6.664
P 8.305 -4.792 -6.179
N 8.327 -5.776 -4.911
C 9.521 -5.905 -4.070
C 7.120 -6.139 -4.228
N 8.937 -3.325 -5.554
C 10.254 -2.920 -5.095
C 7.871 -2.334 -5.130
N 9.452 -5.212 -7.432
C 9.824 -6.544 -7.606
C 9.657 -4.400 -8.614
H 10.334 -5.633 -4.743
H 9.861 -6.883 -3.730
H 9.604 -5.291 -3.173
H 6.826 -7.158 -4.480
H 6.204 -5.594 -4.456
H 7.257 -6.135 -3.147
H 10.976 -3.395 -5.759
H 10.376 -1.838 -5.067
H 10.568 -3.398 -4.167
H 7.652 -2.429 -4.066
H 7.955 -1.288 -5.426
H 6.862 -2.449 -5.525
H 9.671 -7.138 -6.705
H 9.128 -7.061 -8.267
H 10.787 -6.705 -8.091
H 9.856 -3.346 -8.423
H 8.727 -4.539 -9.165
H 10.415 -4.679 -9.346
O 9.363 -21.306 0.634
P 10.551 -20.738 -0.025
N 11.310 -19.479 0.827
C 12.641 -19.001 0.519
C 10.883 -19.057 2.193
N 10.174 -19.774 -1.455
C 9.026 -18.881 -1.528
C 11.124 -19.628 -2.665
N 11.640 -21.959 -0.500
C 12.033 -22.848 0.623
C 11.270 -22.821 -1.690
H 13.436 -19.721 0.712
H 12.880 -18.126 1.122
H 12.697 -18.699 -0.527
H 11.229 -19.707 2.997
H 9.817 -19.159 2.397
H 11.251 -18.044 2.353
H 8.446 -18.821 -0.607
H 9.499 -17.905 -1.636
H 8.403 -19.086 -2.398
H 11.340 -18.594 -2.934
H 12.089 -20.073 -2.422
H 10.697 -20.059 -3.570
H 13.083 -23.141 0.610
H 11.904 -22.319 1.567
H 11.301 -23.655 0.622
H 10.886 -22.243 -2.530
H 10.341 -23.362 -1.510
H 12.110 -23.439 -2.007
C 9.364 -15.316 -4.150
N 8.013 -15.881 -4.052
O 7.605 -16.362 -2.993
O 7.361 -15.902 -5.105
H 9.837 -15.448 -3.177
H 9.202 -14.271 -4.413
H 10.054 -15.797 -4.844
C 13.916 -10.115 -3.233
N 14.332 -10.350 -4.619
O 15.352 -10.969 -4.913
O 13.572 -9.789 -5.491
H 14.603 -9.387 -2.802
H 13.958 -11.121 -2.816
H 12.884 -9.763 -3.252
C 9.911 -16.088 3.878
N 9.027 -15.867 5.038
O 8.031 -16.577 4.968
O 9.333 -15.121 5.918
H 9.292 -16.505 3.084
H 10.738 -16.721 4.202
H 10.418 -15.176 3.562
Cl 4.857 -15.862 4.027
C 5.009 -14.404 2.994
C 6.122 -13.626 3.631
Cl 7.687 -13.866 2.759
H 4.054 -13.880 2.970
H 5.333 -14.751 2.013
H 6.274 -13.983 4.650
H 5.913 -12.560 3.536
Cl 9.521 -10.962 -7.063
C 9.464 -10.962 -5.330
C 8.455 -9.830 -4.841
Cl 6.917 -9.827 -5.747
H 10.496 -10.800 -5.019
H 9.121 -11.949 -5.020
H 8.809 -8.801 -4.907
H 8.242 -9.901 -3.774
Cl 4.291 -12.711 -4.128
C 5.900 -12.809 -3.335
C 6.216 -11.479 -2.643
Cl 5.295 -11.169 -1.134
H 6.594 -12.982 -4.157
H 5.975 -13.522 -2.514
H 6.090 -10.560 -3.216
H 7.254 -11.416 -2.316
Cl 14.289 -16.115 -5.748
C 13.957 -14.362 -5.343
C 12.608 -13.894 -5.950
Cl 12.389 -14.470 -7.615
H 14.813 -13.828 -5.755
H 13.911 -14.268 -4.258
H 12.415 -12.831 -5.800
H 11.892 -14.396 -5.300
Cl 14.558 -9.050 0.594
C 13.637 -10.569 0.759
C 12.605 -10.385 1.842
Cl 13.356 -10.336 3.474
H 14.309 -11.413 0.919
H 12.999 -10.714 -0.113
H 11.925 -11.237 1.837
H 11.965 -9.507 1.757
```

* charge: -1
* HOMO-LUMO gap: 6.730 eV
* LUMO: 1.56 eV
* E: -10025.242282 a.u.
* HOMO level: -0.19015 Eh

Atomic partial charges in e from the Mulliken method, atoms 1 to 99:
1 C -1.05
2 C 1.95
3 C 0.36
4 O -0.61
5 H -0.15
6 H 0.51
7 H -0.03
8 H -0.71
9 H -0.26
10 H -0.37
11 H -0.74
12 O -0.88
13 P 0.26
14 N 0.74
15 C -0.69
16 C -0.94
17 N 0.32
18 C -1.09
19 C -1.09
20 N 0.52
21 C -1.24
22 C -1.09
23 H 0.32
24 H -0.08
25 H 0.36
26 H 0.18
27 H 0.33
28 H 0.12
29 H 0.27
30 H 0.33
31 H 0.39
32 H 0.31
33 H 0.32
34 H 0.35
35 H 0.47
36 H 0.40
37 H 0.24
38 H 0.33
39 H 0.30
40 H 0.28
41 O -0.87
42 P 0.48
43 N 0.50
44 C -1.10
45 C -0.91
46 N 0.19
47 C -1.16
48 C -0.71
49 N 0.31
50 C -1.15
51 C -1.14
52 H 0.37
53 H -0.01
54 H 0.52
55 H 0.39
56 H 0.25
57 H 0.17
58 H 0.30
59 H 0.42
60 H 0.36
61 H 0.34
62 H 0.53
63 H -0.05
64 H 0.27
65 H 0.36
66 H 0.45
67 H 0.28
68 H 0.33
69 H 0.41
70 O -0.93
71 P 0.03
72 N 1.01
73 C -0.98
74 C -1.64
75 N 0.43
76 C -1.13
77 C -1.15
78 N 0.57
79 C -1.04
80 C -0.75
81 H 0.27
82 H 0.28
83 H 0.30
84 H 0.94
85 H 0.23
86 H 0.07
87 H 0.33
88 H 0.30
89 H 0.36
90 H 0.35
91 H 0.23
92 H 0.34
93 H 0.29
94 H 0.37
95 H 0.28
96 H 0.60
97 H 0.28
98 H -0.27
99 O -0.89

C51H61Cl3N4O5PbSSb2 | ωB97M-V/def2-TZVPD

The geometry in XYZ format:
```
128
Properties=species:S:1:pos:R:3
Pb 0.679 0.320 0.107
C 1.264 3.582 -3.405
C 2.446 2.878 -4.047
C 3.514 2.455 -3.051
Sb 3.097 0.607 -1.968
C 5.130 0.300 -1.281
C 6.096 1.292 -1.309
C 7.380 1.037 -0.856
C 7.703 -0.206 -0.340
C 6.741 -1.199 -0.297
C 5.467 -0.944 -0.772
C 3.156 -0.707 -3.672
C 2.528 -1.939 -3.569
C 2.527 -2.814 -4.641
C 3.164 -2.464 -5.820
C 3.808 -1.244 -5.922
C 3.795 -0.365 -4.852
Sb -0.043 2.260 -2.258
C -1.896 3.273 -2.635
C -1.938 4.646 -2.803
C -3.143 5.282 -3.049
C -4.315 4.546 -3.105
C -4.277 3.172 -2.932
C -3.069 2.538 -2.706
C -0.325 0.865 -3.849
C -0.561 1.271 -5.152
C -0.773 0.325 -6.139
C -0.772 -1.024 -5.827
C -0.540 -1.433 -4.527
C -0.307 -0.484 -3.549
H 0.635 4.023 -4.179
H 1.621 4.385 -2.758
H 2.905 3.576 -4.756
H 2.102 2.021 -4.635
H 3.659 3.240 -2.308
H 4.462 2.298 -3.569
H 5.858 2.271 -1.694
H 8.134 1.807 -0.908
H 8.697 -0.399 0.030
H 6.988 -2.173 0.100
H 4.727 -1.727 -0.770
H 2.035 -2.208 -2.643
H 2.035 -3.773 -4.565
H 3.167 -3.142 -6.658
H 4.318 -0.972 -6.834
H 4.291 0.589 -4.948
H -1.025 5.224 -2.748
H -3.167 6.352 -3.193
H -5.255 5.043 -3.287
H -5.189 2.596 -2.975
H -3.033 1.462 -2.596
H -0.592 2.324 -5.400
H -0.950 0.640 -7.155
H -0.957 -1.756 -6.597
H -0.543 -2.486 -4.285
H -0.122 -0.771 -2.523
O 3.042 1.024 1.150
H 3.683 0.309 1.062
H 3.099 1.378 2.042
O -0.343 -2.262 -0.770
H -0.464 -2.607 -1.660
H 0.566 -2.474 -0.512
O -1.941 0.634 -0.414
H -2.374 -0.185 -0.674
H -2.347 0.912 0.421
C -1.799 3.229 4.249
C -0.747 3.852 3.323
C -1.363 5.016 2.537
C 0.436 4.347 4.166
C -0.254 2.877 2.388
N 0.178 2.121 1.637
H -2.034 3.936 5.041
H -1.428 2.314 4.706
H -2.712 3.008 3.707
H -1.742 5.749 3.243
H -2.186 4.681 1.913
H -0.623 5.497 1.905
H 0.096 5.170 4.788
H 1.251 4.701 3.543
H 0.805 3.555 4.810
Cl -6.662 -0.094 -1.501
C -5.890 -0.661 -0.072
C -6.198 -1.910 0.456
C -5.590 -2.326 1.624
C -4.649 -1.533 2.274
C -4.034 -2.020 3.566
C -2.906 -3.056 3.286
N -1.651 -2.392 3.071
C -0.742 -2.009 4.014
C 0.199 -1.268 3.360
N -0.127 -1.186 2.040
C -1.244 -1.866 1.906
O -5.025 -2.604 4.376
C -5.151 -2.020 5.663
C -3.867 -2.076 6.442
C -3.253 -3.246 6.798
Cl -3.832 -4.831 6.502
S -1.746 -2.984 7.614
C -1.946 -1.281 7.466
C -3.101 -0.948 6.835
C -4.349 -0.299 1.716
Cl -3.175 0.739 2.474
C -4.961 0.155 0.559
H -6.923 -2.539 -0.034
H -5.854 -3.269 2.075
H -3.573 -1.178 4.098
H -3.152 -3.645 2.400
H -2.833 -3.721 4.147
H -0.821 -2.293 5.043
H 1.071 -0.786 3.755
H -1.756 -2.014 0.980
H -5.929 -2.605 6.157
H -5.486 -0.978 5.577
H -1.196 -0.629 7.865
H -3.420 0.065 6.674
H -4.751 1.136 0.165
C 3.492 -4.455 -0.976
N 3.491 -3.912 0.370
C 4.056 -4.713 1.437
C 2.914 -2.754 0.629
O 2.350 -2.034 -0.204
H 4.370 -5.079 -1.117
H 3.521 -3.642 -1.702
H 2.604 -5.066 -1.152
H 4.767 -5.426 1.025
H 3.276 -5.272 1.959
H 4.581 -4.081 2.154
H 2.974 -2.450 1.685
```

* energy relative to the best compared isomer or geometry (same formula, charge and spin): 82.1 kJ/mol
* charge: +2
* HOMO-LUMO gap: 8.086 eV
* LUMO: -4.35 eV
* E: -5026.866594 a.u.
* HOMO level: -0.45706 Eh

Atomic partial charges in e from the Mulliken method, atoms 1 to 99:
1 Pb 1.96
2 C -1.33
3 C -0.24
4 C -1.49
5 Sb -0.36
6 C 0.48
7 C -0.58
8 C -0.72
9 C -0.68
10 C -0.64
11 C -0.12
12 C 1.16
13 C -0.70
14 C -0.83
15 C -0.84
16 C -0.82
17 C -0.73
18 Sb 0.99
19 C 0.25
20 C -0.49
21 C -0.62
22 C -0.55
23 C -0.67
24 C -0.28
25 C 0.45
26 C -0.52
27 C -0.77
28 C -0.91
29 C -0.12
30 C 1.28
31 H 0.54
32 H 0.59
33 H 0.43
34 H 0.18
35 H 0.61
36 H 0.54
37 H 0.38
38 H 0.44
39 H 0.41
40 H 0.46
41 H 0.37
42 H 1.05
43 H 0.47
44 H 0.45
45 H 0.48
46 H 0.38
47 H 0.39
48 H 0.43
49 H 0.43
50 H 0.42
51 H 0.36
52 H 0.40
53 H 0.46
54 H 0.43
55 H 0.36
56 H -1.09
57 O -0.44
58 H 0.19
59 H 0.16
60 O -0.69
61 H 0.23
62 H 0.13
63 O 0.80
64 H 0.10
65 H -0.54
66 C -1.85
67 C 2.46
68 C -1.73
69 C -1.74
70 C -0.63
71 N -0.20
72 H 0.49
73 H 0.46
74 H 0.39
75 H 0.44
76 H 0.38
77 H 0.42
78 H 0.42
79 H 0.42
80 H 0.40
81 Cl -0.19
82 C 0.33
83 C -1.00
84 C -0.39
85 C -0.73
86 C 0.72
87 C -1.17
88 N 0.42
89 C -0.28
90 C -1.53
91 N 0.90
92 C -0.95
93 O -0.39
94 C -0.94
95 C 0.38
96 C 0.50
97 Cl -0.15
98 S -0.19
99 C -0.59

C5H10N2O2 | ωB97M-V/def2-TZVPD

The geometry in XYZ format:
```
19
Properties=species:S:1:pos:R:3
H -2.843 1.226 0.862
N -1.846 0.995 0.825
C -1.578 0.425 -0.296
N -2.474 0.242 -1.306
C -0.057 0.129 -0.688
O 0.086 -0.327 -1.998
C 0.207 -1.074 0.356
C 1.645 -0.709 0.507
C 2.011 0.320 1.542
O 2.483 -1.139 -0.342
H -3.236 0.906 -1.352
H -2.019 0.036 -2.196
H 0.454 1.087 -0.560
H 1.097 -0.762 -1.955
H -0.346 -1.057 1.295
H 0.133 -2.042 -0.147
H 3.075 0.280 1.786
H 1.768 1.333 1.212
H 1.440 0.134 2.455
```

* energy relative to the best compared isomer or geometry (same formula, charge and spin): 219.1 kJ/mol
* HOMO-LUMO gap: 10.209 eV
* structure (SMILES): [H]/N=C(\N)[C@H](O)CC(C)=O
* LUMO: 0.80 eV
* E: -456.470749 a.u.
* HOMO level: -0.34593 Eh

Population analysis type Mulliken, resulting atomic charges in e:
1 H 0.21
2 N -0.70
3 C 0.15
4 N -0.50
5 C 0.26
6 O -0.65
7 C -0.63
8 C 0.75
9 C -1.12
10 O -0.66
11 H 0.23
12 H 0.27
13 H 0.33
14 H 0.42
15 H 0.40
16 H 0.27
17 H 0.36
18 H 0.27
19 H 0.33

C22H42F6O12V | ωB97M-V/def2-TZVPD

The geometry in XYZ format:
```
83
Properties=species:S:1:pos:R:3
O 13.116 5.565 7.191
V 11.800 4.938 6.609
C 11.654 3.087 9.128
O 13.015 3.228 8.743
O 10.954 3.975 8.352
C 11.212 1.628 8.959
F 10.090 1.445 9.709
F 10.947 1.278 7.690
F 12.135 0.766 9.446
C 14.016 3.055 9.719
C 15.345 3.107 8.980
H 16.213 3.253 9.623
H 15.461 2.163 8.440
H 15.349 3.923 8.256
H 13.986 2.167 10.360
H 14.016 3.862 10.464
H 11.521 3.350 10.186
C 13.409 6.076 3.988
O 14.539 5.461 4.596
O 12.312 5.640 4.606
C 13.487 7.628 3.924
F 12.618 8.176 3.052
F 13.203 8.184 5.128
F 14.721 8.038 3.566
C 15.772 5.537 3.895
C 16.695 4.532 4.599
H 16.882 4.904 5.604
H 16.285 3.525 4.605
H 17.634 4.506 4.040
H 16.257 6.511 3.979
H 15.655 5.289 2.836
H 13.415 5.746 2.937
C 10.758 7.948 7.283
O 10.459 6.578 7.039
C 9.228 6.524 6.314
C 8.826 5.051 6.074
O 10.008 4.405 5.610
C 9.902 2.994 5.392
C 11.257 2.419 4.999
O 12.311 2.928 5.804
C 13.393 2.013 5.838
H 11.088 8.512 6.411
H 11.571 7.962 8.015
H 9.969 8.488 7.812
H 9.311 7.048 5.358
H 8.399 7.012 6.832
H 8.053 4.981 5.308
H 8.478 4.609 7.009
H 9.143 2.715 4.655
H 9.494 2.566 6.314
H 11.411 2.721 3.957
H 11.165 1.332 5.009
H 13.232 1.225 6.579
H 14.323 2.527 6.068
H 13.521 1.471 4.898
O 9.845 8.423 12.439
C 9.617 7.294 12.773
O 9.866 6.198 12.064
C 10.501 6.352 10.774
C 12.009 6.323 10.953
C 9.024 6.948 14.122
H 10.126 7.225 10.237
H 10.130 5.497 10.207
H 12.450 6.415 9.960
H 12.338 5.379 11.385
H 12.384 7.129 11.582
H 9.440 6.048 14.567
H 7.944 6.856 14.018
H 9.299 7.765 14.787
O 14.752 7.182 9.233
C 15.854 7.622 9.438
O 16.736 7.819 8.450
C 16.311 7.547 7.106
C 16.784 8.692 6.233
C 16.405 7.864 10.804
H 15.236 7.373 7.084
H 16.816 6.631 6.791
H 16.380 8.684 5.220
H 17.862 8.597 6.072
H 16.598 9.648 6.718
H 16.559 8.942 10.916
H 17.370 7.386 10.961
H 15.701 7.565 11.574
```

* spin multiplicity: 2
* HOMO-LUMO gap (spin up / spin down): 8.894 / 9.003 eV
* LUMO (spin up / spin down): 0.27 / 0.28 eV
* E: -3309.583719 a.u.
* HOMO level (spin up / spin down): -0.31675 / -0.32060 Eh

Population analysis type Mulliken, resulting atomic charges in e:
1 O -0.01
2 V 1.13
3 C -0.31
4 O 0.17
5 O -0.61
6 C 0.65
7 F -0.32
8 F -0.16
9 F -0.29
10 C -0.15
11 C -1.12
12 H 0.49
13 H 0.29
14 H 0.01
15 H 0.40
16 H 0.03
17 H 0.12
18 C -0.55
19 O 0.20
20 O -0.56
21 C 0.80
22 F -0.30
23 F -0.20
24 F -0.31
25 C -0.38
26 C -1.11
27 H 0.17
28 H 0.26
29 H 0.40
30 H 0.17
31 H 0.42
32 H 0.12
33 C -0.82
34 O 0.21
35 C -0.72
36 C -0.71
37 O 0.02
38 C -0.88
39 C -0.89
40 O 0.61
41 C -0.91
42 H 0.26
43 H 0.11
44 H 0.35
45 H 0.39
46 H 0.47
47 H 0.42
48 H 0.33
49 H 0.45
50 H 0.36
51 H 0.50
52 H 0.58
53 H 0.25
54 H -0.07
55 H 0.47
56 O -0.56
57 C 0.74
58 O -0.43
59 C -0.05
60 C -0.71
61 C -1.11
62 H 0.43
63 H 0.08
64 H 0.01
65 H 0.18
66 H 0.45
67 H 0.32
68 H 0.25
69 H 0.35
70 O -0.46
71 C 0.81
72 O -0.36
73 C 0.86
74 C -1.37
75 C -1.32
76 H -0.12
77 H -0.18
78 H 0.25
79 H 0.33
80 H 0.39
81 H 0.35
82 H 0.36
83 H 0.29

C4H7NO2S | ωB97M-V/def2-TZVPD

The geometry in XYZ format:
```
15
Properties=species:S:1:pos:R:3
C 0.946 2.160 -1.672
C 0.202 1.736 -0.654
C -0.353 0.380 -0.636
C -1.002 -1.281 0.969
N -0.863 0.009 0.623
O -0.376 -0.398 -1.561
O -1.410 -1.555 2.199
S 1.784 -1.750 0.960
H 1.403 3.133 -1.679
H 1.122 1.518 -2.518
H 0.029 2.353 0.215
H -1.005 -2.012 0.174
H -0.814 0.675 1.384
H -1.435 -2.506 2.353
H 1.772 -2.463 -0.156
```

* energy relative to the best compared isomer or geometry (same formula, charge and spin): 295.9 kJ/mol
* HOMO-LUMO gap: 6.674 eV
* LUMO: -0.75 eV
* E: -759.963831 a.u.
* HOMO level: -0.27295 Eh

Population analysis type Mulliken, resulting atomic charges in e:
1 C -0.69
2 C -0.36
3 C 0.96
4 C -0.11
5 N -0.12
6 O -0.55
7 O -0.44
8 S -0.54
9 H 0.27
10 H 0.27
11 H 0.21
12 H 0.42
13 H 0.23
14 H 0.39
15 H 0.04